No. 1
2 unconnected molecules or ions with the total composition C4H10O3 in a non-equilibrium geometry. Source: the OMol25 dataset; level of theory: wB97M-V/def2-TZVPD.

Last column: Löwdin charge in e.
Element x y z (Å)
O -0.91680 2.50037 0.74370  0.049
O -2.11531 -1.88108 2.10761  -0.052
O 2.05590 -1.73600 0.24457  -0.068
C -0.09603 1.10546 -1.01232  -0.170
C 1.13186 -1.00315 -0.55724  -0.279
C -1.04866 2.06808 -0.37844  -0.265
C 0.85173 0.39185 -0.02645  -0.175
H -1.90200 2.42729 -0.97595  0.119
H 1.98968 -1.44792 1.15852  0.076
H 0.33011 0.33708 0.93608  0.113
H -2.53115 -1.47683 1.33843  0.033
H 0.47392 1.73479 -1.71571  0.130
H 1.75067 0.99431 0.01475  0.122
H -0.58700 0.44443 -1.72846  0.114
H 1.59404 -0.97937 -1.54328  0.123
H 0.18299 -1.54756 -0.61702  0.113
H -1.16396 -1.93177 2.01119  0.018

Computed properties:
**2S+1**: 1
**Kohn-Sham gap**: 10.709 eV
**LUMO energy**: 0.50 eV
**ΔE to the lowest compared entry with this formula, charge and spin**: 1.507 eV
**Total charge**: 0
**SMILES**: O=CCCCO.O

---

No. 2
3 unconnected molecules or ions with the total composition C4H10O3 in a non-equilibrium geometry. Source: the OMol25 dataset; level of theory: wB97M-V/def2-TZVPD.

Last column: Löwdin charge in e.
Element x y z (Å)
O -0.60678 1.20615 1.53852  -0.124
O -1.90889 0.94538 1.01690  -0.111
O -0.01368 -1.43130 2.01077  -0.005
C -0.48702 -2.05629 1.08938  -0.105
C 1.93975 0.50179 -0.30899  -0.010
C 0.89776 -0.04825 -0.90679  -0.273
C -0.09284 0.66272 -1.76163  -0.108
H 2.62202 -0.07865 0.29305  0.055
H -2.23458 1.83912 0.85558  0.089
H -1.27685 -1.63478 0.44841  0.091
H -1.10045 0.49835 -1.39579  0.054
H 2.11632 1.56678 -0.35428  0.062
H 0.10968 1.72753 -1.76542  0.076
H -0.05823 0.29038 -2.78869  0.075
H 0.71632 -1.13380 -0.79211  0.080
H -0.31130 -3.13455 0.97578  0.093
H -0.31124 0.27941 1.84531  0.061

Computed properties:
**2S+1**: 1
**Kohn-Sham gap**: 9.335 eV
**LUMO energy**: 0.28 eV
**ΔE to the lowest compared entry with this formula, charge and spin**: 5.198 eV
**Total charge**: 0
**SMILES**: C=CC.C=O.OO

---

No. 3
2 unconnected molecules or ions with the total composition C4H10O3 in a non-equilibrium geometry. Source: the OMol25 dataset; level of theory: wB97M-V/def2-TZVPD.

Last column: Löwdin charge in e.
Element x y z (Å)
O -0.87304 0.22087 0.25478  -0.136
O -1.47278 0.41645 -1.85591  -0.092
O 0.94295 1.56625 0.97930  0.025
C 1.69974 -1.56007 0.59168  -0.105
C 0.42866 0.55549 0.32576  -0.388
C 1.36575 -0.46717 -0.34822  -0.182
C -1.94289 1.12703 0.63449  -0.011
H 0.81874 -0.85950 -1.22703  0.113
H -0.56202 0.61145 -2.17331  0.059
H -2.14342 1.80226 -0.21431  0.101
H 2.25468 -2.34177 0.04616  0.086
H 2.27506 0.04417 -0.71853  0.133
H -1.68656 1.73745 1.51670  0.101
H 2.32349 -1.20547 1.42941  0.094
H -1.34521 -0.19994 -1.09957  0.007
H 0.77810 -2.00501 1.00304  0.090
H -2.86124 0.55748 0.85554  0.106

Computed properties:
**2S+1**: 1
**Kohn-Sham gap**: 11.157 eV
**LUMO energy**: 0.78 eV
**ΔE to the lowest compared entry with this formula, charge and spin**: 1.988 eV
**Total charge**: 0
**SMILES**: CCC(=O)OC.O

---

No. 4
2 unconnected molecules or ions with the total composition C4H10O3 in a non-equilibrium geometry. Source: the OMol25 dataset; level of theory: wB97M-V/def2-TZVPD.

Last column: Löwdin charge in e.
Element x y z (Å)
O -0.66832 0.50081 -2.80226  0.065
O 0.12837 -3.05935 0.35842  -0.058
O -0.55977 1.22192 2.53000  -0.057
C 0.35453 1.01817 0.36236  -0.182
C -0.05685 0.26545 1.60643  -0.296
C 0.63292 0.09829 -0.84982  -0.152
C 0.27015 0.80365 -2.11897  -0.280
H -0.64550 0.77626 3.37943  0.087
H 1.21075 1.64893 0.60805  0.121
H 0.04826 -0.81604 -0.72539  0.095
H 0.07680 -2.33146 0.99051  -0.003
H 0.91549 1.66455 -2.37852  0.126
H 1.67971 -0.21242 -0.79192  0.124
H -0.56349 -3.64058 0.71729  0.052
H -0.48335 1.68897 0.16760  0.121
H -0.82412 -0.47456 1.34032  0.112
H 0.80757 -0.26883 2.02433  0.125

Computed properties:
**2S+1**: 1
**Kohn-Sham gap**: 10.322 eV
**LUMO energy**: 0.49 eV
**ΔE to the lowest compared entry with this formula, charge and spin**: 1.453 eV
**Total charge**: 0
**SMILES**: O=CCCCO.O

---

No. 5
3 unconnected molecules or ions with the total composition C4H10O3 in a non-equilibrium geometry. Source: the OMol25 dataset; level of theory: wB97M-V/def2-TZVPD.

Last column: Löwdin charge in e.
Element x y z (Å)
O 0.99342 -0.19175 -2.63509  -0.059
O 0.64188 -2.35239 -0.84519  -0.033
O 1.39390 1.32682 -0.22087  -0.045
C 0.15051 1.34009 0.41054  -0.182
C -0.01154 0.48964 1.42266  -0.134
C -1.32511 0.24883 2.00515  -0.201
C -2.44088 0.04147 1.28868  0.000
H -0.66552 1.96512 0.06785  0.123
H 0.89821 -0.97226 -2.06556  -0.002
H 1.37977 -2.69189 -0.33323  0.065
H 0.12335 -0.11415 -3.04771  0.054
H -1.38535 0.00807 3.06653  0.093
H 0.12048 -1.81296 -0.24864  0.034
H -3.43775 0.00277 1.70326  0.050
H 1.18169 1.15459 -1.17254  0.069
H 0.83121 -0.10139 1.76206  0.113
H -2.33695 0.04606 0.20621  0.052

Computed properties:
**2S+1**: 1
**Kohn-Sham gap**: 9.366 eV
**LUMO energy**: 0.60 eV
**ΔE to the lowest compared entry with this formula, charge and spin**: 2.003 eV
**Total charge**: 0
**SMILES**: C=C/C=C/O.O.O

---

No. 6
2 unconnected molecules or ions with the total composition C4H10O3S in a non-equilibrium geometry. Source: the OMol25 dataset; level of theory: wB97M-V/def2-TZVPD.

Last column: Löwdin charge in e.
Element x y z (Å)
S 0.82374 1.62072 -2.53195  0.712
O 0.93341 -0.32638 1.64930  0.021
O 1.16843 -2.78276 -0.21293  0.011
O -1.07026 -0.63868 2.80303  0.096
C -0.77558 1.39819 -0.51891  -0.291
C -0.44477 -0.23466 1.84491  -0.499
C -1.15299 0.43138 0.68290  -0.108
C -0.01773 0.45414 -1.37592  -0.575
H -1.59609 2.09243 -0.84639  0.132
H -1.94612 1.01450 1.20237  0.123
H -1.70320 -0.48329 0.25724  0.150
H 1.47634 -0.84420 2.38710  0.191
H -0.45810 -0.37975 -1.91102  0.077
H 0.28853 -2.61189 -0.13420  -0.024
H -0.07444 2.18751 -0.25024  0.079
H 1.99126 1.18683 -2.07621  -0.153
H 0.83919 -0.04678 -0.87038  0.056
H 1.71840 -2.03731 -0.09870  0.003

Computed properties:
**2S+1**: 1
**Kohn-Sham gap**: 9.379 eV
**LUMO energy**: 0.28 eV
**ΔE to the lowest compared entry with this formula, charge and spin**: 2.021 eV
**Total charge**: 0
**SMILES**: O=C(O)CCCS.O